A cluster of 5 separate species, C29H60BFNO5S2 in total in a non-equilibrium geometry, computed with the ωB97M-V functional and the def2-TZVPD basis.

Its frontier orbital gap is 7.291 eV. Its LUMO energy is 2.58 eV. The net charge is -1.

Cartesian coordinates (Å):
C 1.80274 -5.10520 0.09495
C 1.85380 -4.15963 1.31881
O 1.38845 -2.89325 0.95895
C 0.08349 -2.58258 1.42836
C -0.29470 -1.17528 1.04383
B 0.76169 0.01987 1.46739
C 1.98892 0.00484 0.33679
C 2.84668 1.27483 0.29110
C 0.10086 1.53221 1.34993
C -1.33531 1.79532 1.90847
C -2.36068 2.17838 0.82366
S -3.72073 0.98432 0.59166
C -3.40755 0.08645 -0.85835
S -2.25849 0.49855 -1.94093
N -4.28151 -1.01247 -0.95686
C -4.94846 -1.08290 -2.26545
C -4.24206 -1.85242 -3.38543
C -3.63594 -2.24781 -0.53224
C -4.57313 -3.43933 -0.48847
C 1.52253 -0.19813 2.92437
C 0.73687 0.13786 4.14724
C -0.34805 -0.82992 4.49957
F 1.61779 0.12738 5.29211
H 1.45142 -6.07257 0.41997
H 2.79404 -5.17578 -0.31947
H 1.09949 -4.67178 -0.59805
H 2.86405 -4.07049 1.70113
H 1.26213 -4.61623 2.10921
H 0.00509 -2.77675 2.49565
H -0.60616 -3.28593 0.94059
H -0.35615 -1.18508 -0.04113
H -1.31209 -1.01410 1.39319
H 1.58456 -0.13198 -0.66646
H 2.67719 -0.81050 0.53606
H 3.24614 1.56928 1.24886
H 3.70515 1.07849 -0.35357
H 2.34026 2.11886 -0.15307
H 0.75815 2.24417 1.84027
H 0.06223 1.77605 0.29439
H -1.28445 2.63590 2.59026
H -1.69316 0.96114 2.49407
H -2.88206 3.05962 1.16353
H -1.90383 2.43451 -0.11875
H -5.90493 -1.56232 -2.10089
H -5.17554 -0.07812 -2.57958
H -4.40133 -1.32420 -4.31618
H -3.17871 -1.87764 -3.24908
H -4.63240 -2.85096 -3.52518
H -3.28992 -2.07963 0.46910
H -2.73978 -2.46985 -1.10199
H -3.97014 -4.33098 -0.59462
H -5.30747 -3.45356 -1.27887
H -5.05025 -3.52351 0.47351
H 2.35978 0.49798 2.92583
H 1.95296 -1.19005 3.05984
H 0.36991 1.15578 4.11396
H 0.12827 -1.77580 4.72754
H -0.86654 -0.53270 5.39976
H -1.04051 -0.99679 3.68973
C 2.42527 -0.15391 -4.62056
C 1.08051 -0.19755 -3.93164
O 0.49140 0.81357 -3.63200
C 0.51850 -1.56358 -3.62701
H 2.71886 0.88190 -4.77692
H 3.17459 -0.65019 -4.00176
H 2.36757 -0.66037 -5.58583
H 1.20100 -2.11180 -2.97326
H 0.38255 -2.12675 -4.55317
H -0.44282 -1.45248 -3.12916
C 4.45221 -3.75753 -2.48379
C 3.65407 -2.53240 -2.87652
O 2.79373 -2.59607 -3.72592
C 3.97654 -1.24438 -2.16839
H 4.10748 -4.60921 -3.06632
H 5.51409 -3.60092 -2.68152
H 4.30953 -3.96959 -1.42440
H 5.02045 -0.97324 -2.34359
H 3.80579 -1.35365 -1.09626
H 3.33293 -0.45201 -2.54052
C 2.48395 3.02852 4.68595
C 2.94751 3.77868 3.46089
O 2.53042 3.50864 2.36538
C 3.96436 4.88141 3.67142
H 1.76358 2.26392 4.39633
H 3.33194 2.54423 5.17328
H 2.01310 3.71778 5.39008
H 4.87314 4.47296 4.11728
H 3.55514 5.64683 4.33348
H 4.21030 5.33352 2.71352
C -3.01858 6.26727 -1.87937
C -3.82374 5.31986 -1.02186
O -3.64972 5.24826 0.16987
C -4.84656 4.46893 -1.72468
H -2.31957 6.81663 -1.25366
H -2.45991 5.70588 -2.62977
H -3.68244 6.97376 -2.38124
H -4.35953 3.83738 -2.46998
H -5.58906 5.10451 -2.21155
H -5.34350 3.83384 -0.99490